(1)
{
  "formula": "C6H5N2O6Ti",
  "method": "ωB97M-V with the def2-TZVPD basis set",
  "fmax_ev_per_a": 14.1,
  "e_above_lowest_kj_mol": 570.8,
  "e_homo_ev": -21.30,
  "gap_ha": 0.14612,
  "total_charge": 3,
  "multiplicity": 1,
  "lumo_energy_ev": -17.319,
  "symbols": ["O", "C", "Ti", "O", "C", "C", "O", "C", "O", "C", "O", "H", "N", "C", "N", "O", "H", "H", "H", "H"],
  "coordinates": [[1.9165, 1.8975, -6.0503], [1.1916, 1.7743, -5.1527], [0.0194, 0.0325, -0.9920], [-1.2110, 1.9082, -2.9875], [-0.7736, 1.1855, -2.1954], [-1.3994, 0.0283, 0.2535], [-2.2905, 0.0488, 1.0670], [1.1319, -1.2140, -0.0699], [1.8262, -1.9226, 0.4952], [-0.6456, -1.4321, -1.9817], [-0.9973, -2.3147, -2.6484], [1.1901, -0.0261, -2.0346], [0.2768, 1.1366, 2.9650], [-0.0041, -0.0056, 2.3612], [-0.2727, -1.1328, 2.9713], [0.0253, 0.0323, 1.0752], [0.2875, 1.1627, 3.9912], [0.4878, 2.0001, 2.4575], [-0.4842, -2.0042, 2.4745], [-0.2746, -1.1547, 4.0011]]
}

=====

(2)
{
  "formula": "C6H5N2OS",
  "method": "ωB97M-V with the def2-TZVPD basis set",
  "fmax_ev_per_a": 3.6,
  "e_above_lowest_kj_mol": 103.4,
  "e_homo_ev": -13.63,
  "gap_ha": 0.30213,
  "total_charge": 1,
  "multiplicity": 1,
  "lumo_energy_ev": -5.408,
  "symbols": ["C", "C", "C", "C", "C", "C", "N", "N", "O", "S", "H", "H", "H", "H", "H"],
  "coordinates": [[0.5059, 0.3270, -1.6948], [0.0511, 0.0746, -0.4399], [1.3513, 1.4364, -1.7657], [0.3799, 1.0509, 0.4662], [0.1099, 1.4169, 1.7044], [-0.5497, -0.5575, 2.6545], [1.3431, -1.9417, 2.3302], [0.4656, -1.3105, 2.5468], [0.0636, 2.0747, 2.6232], [1.4025, 2.3684, -0.3296], [0.3590, -0.3664, -2.5106], [-0.7265, -0.7589, -0.3684], [2.0246, 1.6886, -2.4941], [-1.4319, -1.0625, 2.3335], [-0.6255, 0.0875, 3.4483]]
}

=====

(3)
{
  "formula": "C6H5N3O",
  "method": "ωB97M-V with the def2-TZVPD basis set",
  "fmax_ev_per_a": 3.6,
  "e_above_lowest_kj_mol": 221.8,
  "e_homo_ev": -9.32,
  "gap_ha": 0.37053,
  "multiplicity": 1,
  "smiles": "C#Cc1n[nH]cc1C(N)=O",
  "lumo_energy_ev": 0.759,
  "symbols": ["C", "C", "C", "N", "N", "C", "C", "C", "N", "O", "H", "H", "H", "H", "H"],
  "coordinates": [[-2.1487, -2.2978, -0.0193], [-1.6469, -1.1998, -0.1160], [-1.0702, 0.1085, -0.1900], [-1.8402, 1.1893, -0.0757], [-0.9926, 2.2147, -0.0221], [0.2961, 1.8501, -0.0941], [0.3072, 0.4761, -0.2788], [1.5238, -0.3544, -0.4107], [1.8052, -1.2296, 0.5705], [2.4876, 0.0233, -1.1002], [-2.5559, -3.2903, 0.0648], [-1.3519, 3.1493, 0.1311], [1.1068, 2.5573, 0.0480], [1.2310, -2.0507, 0.7154], [2.8486, -1.1460, 0.7771]]
}

=====

(4)
{
  "formula": "C6H5N3O",
  "method": "ωB97M-V with the def2-TZVPD basis set",
  "fmax_ev_per_a": 1.5,
  "e_above_lowest_kj_mol": 237.2,
  "e_homo_ev": -9.72,
  "gap_ha": 0.34252,
  "multiplicity": 1,
  "smiles": "N#CC#Cc1ccn[nH]1.O",
  "lumo_energy_ev": -0.396,
  "symbols": ["N", "C", "C", "C", "C", "C", "C", "N", "N", "H", "H", "H", "O", "H", "H"],
  "coordinates": [[3.6171, -0.9181, 0.1061], [2.5028, -0.6389, -0.0797], [1.1329, -0.4574, -0.1492], [-0.0800, -0.3615, -0.1616], [-1.4973, -0.2987, -0.1197], [-2.4449, -1.3215, -0.1519], [-3.6773, -0.6500, -0.0801], [-3.4985, 0.6673, 0.0191], [-2.1909, 0.8645, 0.0121], [-2.2563, -2.3879, -0.2263], [-4.6821, -1.0665, -0.1117], [-1.8389, 1.8300, 0.0808], [5.2436, 1.8322, 0.1666], [4.3567, 2.0484, 0.4751], [5.3130, 0.8579, 0.2202]]
}

=====

(5)
{
  "formula": "C6H5N3O2S",
  "method": "ωB97M-V with the def2-TZVPD basis set",
  "fmax_ev_per_a": 5.9,
  "e_homo_ev": [-7.32, -10.31],
  "gap_ha": [0.25639, 0.25254],
  "multiplicity": 3,
  "s_squared": 2.033,
  "lumo_energy_ev": [-0.345, -3.440],
  "symbols": ["C", "C", "C", "C", "C", "C", "N", "N", "N", "O", "O", "S", "H", "H", "H", "H", "H"],
  "coordinates": [[1.1534, 1.5614, -2.4174], [-1.9330, 0.4172, -0.6247], [-1.0027, 0.8753, -1.6073], [-1.7167, 0.2792, 0.7084], [0.3123, 1.0955, -1.3991], [2.3259, -2.0321, 1.5612], [1.8466, 1.9490, -3.2473], [-0.5874, 0.6451, 1.3416], [2.1455, -2.0015, 0.4205], [2.0024, -1.8405, -0.7366], [-0.8179, -0.8173, 3.4072], [-0.0679, 0.2303, 2.7288], [-2.9120, 0.1395, -0.9882], [-1.4046, 1.0384, -2.5996], [-2.5101, -0.1429, 1.3247], [0.7663, 0.9214, -0.4363], [2.4000, -2.3182, 2.5641]]
}

=====

(6)
{
  "formula": "C6H5N3O3",
  "method": "ωB97M-V with the def2-TZVPD basis set",
  "fmax_ev_per_a": 4.2,
  "e_above_lowest_kj_mol": 716.0,
  "e_homo_ev": -9.84,
  "gap_ha": 0.32280,
  "multiplicity": 1,
  "smiles": "C=Cc1nonc1C(=C)[N+](=O)[O-]",
  "lumo_energy_ev": -1.056,
  "symbols": ["C", "C", "C", "N", "O", "N", "C", "C", "C", "N", "O", "O", "H", "H", "H", "H", "H"],
  "coordinates": [[-2.0619, 0.7715, -2.4477], [-0.9341, 0.2920, -1.8521], [-0.9895, -0.8013, -0.9010], [-2.1478, -1.2539, -0.3240], [-1.7111, -2.1314, 0.5908], [-0.4178, -2.3515, 0.5096], [0.1114, -1.4648, -0.3209], [1.5024, -1.3149, -0.6454], [2.2809, -2.0744, -1.4068], [2.0828, -0.1348, -0.0108], [1.3368, 0.5640, 0.6800], [3.1924, 0.1991, -0.2572], [-1.9615, 1.4208, -3.2672], [-2.9741, 0.2013, -2.2503], [-0.0866, 0.8582, -1.9232], [3.2277, -1.7427, -1.5190], [1.9344, -2.7920, -2.0133]]
}

=====

(7)
{
  "formula": "C6H5N3O3",
  "method": "ωB97M-V with the def2-TZVPD basis set",
  "fmax_ev_per_a": 11.4,
  "e_above_lowest_kj_mol": 968.7,
  "e_homo_ev": -9.61,
  "gap_ha": 0.27663,
  "multiplicity": 1,
  "smiles": "O=[N+]([O-])c1ccc(/C=N/O)nc1",
  "lumo_energy_ev": -2.084,
  "symbols": ["O", "N", "O", "C", "C", "C", "C", "C", "N", "O", "N", "C", "H", "H", "H", "H", "H"],
  "coordinates": [[-4.0108, 0.6667, 0.3278], [-3.1908, -0.2578, -0.0250], [-3.7053, -1.4391, 0.3498], [-1.7958, -0.1942, -0.1868], [-1.4205, 1.1355, -0.0817], [-0.0564, 1.2520, -0.2936], [0.7532, -0.0235, -0.3601], [2.1760, 0.0610, -0.2895], [3.1490, -0.9007, 0.1184], [4.3463, -0.0550, 0.4888], [0.2073, -1.2359, -0.2524], [-1.1483, -1.4179, -0.3104], [-2.0467, 2.1185, 0.1743], [0.4662, 2.2872, 0.1772], [2.5854, 1.1500, 0.0483], [5.2948, -0.7307, 0.2928], [-1.6036, -2.4160, -0.1780]]
}

=====

(8)
{
  "formula": "C6H5NO",
  "method": "ωB97M-V with the def2-TZVPD basis set",
  "fmax_ev_per_a": 3.5,
  "e_above_lowest_kj_mol": 109.0,
  "e_homo_ev": -9.49,
  "gap_ha": 0.34899,
  "multiplicity": 1,
  "smiles": "N#CC1=CC=C[C@@H]1O",
  "lumo_energy_ev": 0.003,
  "symbols": ["N", "C", "C", "C", "C", "C", "C", "O", "H", "H", "H", "H", "H"],
  "coordinates": [[-2.2225, -0.7073, 2.4683], [-1.5482, -0.1391, 1.6996], [-0.6937, 0.2876, 0.6400], [-0.7515, 1.2551, -0.2573], [0.2595, 1.0264, -1.3606], [0.9959, -0.0137, -1.0921], [0.6027, -0.4965, 0.2984], [0.3546, -1.9419, 0.4207], [-1.5001, 2.0546, -0.2704], [0.2890, 1.7199, -2.1803], [1.7522, -0.5916, -1.8094], [1.1677, -0.1376, 1.1148], [1.2942, -2.3158, 0.3284]]
}

=====

(9)
{
  "formula": "C6H5NO2",
  "method": "ωB97M-V with the def2-TZVPD basis set",
  "fmax_ev_per_a": 6.0,
  "e_above_lowest_kj_mol": 450.2,
  "e_homo_ev": -8.56,
  "gap_ha": 0.32675,
  "multiplicity": 1,
  "lumo_energy_ev": 0.329,
  "symbols": ["C", "C", "C", "C", "C", "C", "H", "H", "H", "H", "H", "N", "O", "O"],
  "coordinates": [[1.0712, 0.7379, 0.2716], [1.6233, -0.6282, -0.0671], [0.5981, -1.4545, -0.2593], [-0.6907, -0.7977, -0.4369], [-2.4629, -0.0185, 0.2321], [-0.4541, 0.3963, -0.0050], [2.0233, 2.3139, -0.6933], [1.2010, 1.2682, 1.3206], [2.6017, -0.9415, 0.1420], [0.4035, -2.5043, -0.4972], [-3.4245, 0.2076, 0.6960], [-2.0513, -1.2229, -0.3763], [1.2230, 1.6957, -0.8165], [-1.6616, 0.9481, 0.4890]]
}

=====

(10)
{
  "formula": "C6H5NOS",
  "method": "ωB97M-V with the def2-TZVPD basis set",
  "fmax_ev_per_a": 7.0,
  "e_above_lowest_kj_mol": 168.7,
  "e_homo_ev": -7.67,
  "gap_ha": 0.30276,
  "multiplicity": 1,
  "smiles": "C#Cc1[nH]c(=S)oc1C",
  "lumo_energy_ev": 0.564,
  "symbols": ["C", "C", "C", "N", "C", "S", "O", "C", "C", "H", "H", "H", "H", "H"],
  "coordinates": [[-1.8772, -1.2669, -1.9073], [-0.9894, -1.0788, -1.0737], [-0.1114, -0.6581, -0.0641], [0.2491, -1.3502, 1.0556], [0.8728, -0.5675, 1.9095], [1.4534, -1.0131, 3.3915], [1.1328, 0.6349, 1.2608], [0.5134, 0.6658, 0.1400], [0.3267, 1.8670, -0.6761], [-2.4619, -1.4649, -2.6722], [0.1070, -2.2392, 1.4365], [-0.6691, 1.9721, -0.8910], [0.8517, 1.7169, -1.5887], [0.6019, 2.7820, -0.3207]]
}

=====

(11)
{
  "formula": "C6H5NOS2",
  "method": "ωB97M-V with the def2-TZVPD basis set",
  "fmax_ev_per_a": 3.5,
  "e_above_lowest_kj_mol": 487.0,
  "e_homo_ev": -9.00,
  "gap_ha": 0.29741,
  "multiplicity": 1,
  "smiles": "[O-][N+]#C/C=C\\[C@@H]1S[C@@H]1C=S",
  "lumo_energy_ev": -0.908,
  "symbols": ["O", "N", "C", "C", "C", "C", "S", "C", "C", "S", "H", "H", "H", "H", "H"],
  "coordinates": [[-3.4277, 1.7962, -0.3183], [-2.6551, 0.9153, -0.4573], [-1.8638, 0.0714, -0.6067], [-1.1187, -1.1248, -0.8507], [0.0477, -1.4906, -0.3006], [0.7102, -0.8583, 0.7889], [-0.1220, 0.4739, 1.7234], [1.5223, 0.4603, 0.8149], [1.4538, 1.4199, -0.2320], [2.7804, 2.2110, -0.7743], [-1.3964, -1.9278, -1.5920], [0.3619, -2.3940, -0.6859], [0.9946, -1.6401, 1.5874], [2.3566, 0.4999, 1.5069], [0.3563, 1.5877, -0.6037]]
}

=====

(12)
{
  "formula": "C6H5NS",
  "method": "ωB97M-V with the def2-TZVPD basis set",
  "fmax_ev_per_a": 6.3,
  "e_above_lowest_kj_mol": 294.9,
  "e_homo_ev": -8.70,
  "gap_ha": 0.32444,
  "multiplicity": 1,
  "lumo_energy_ev": 0.131,
  "symbols": ["C", "C", "C", "C", "C", "C", "N", "S", "H", "H", "H", "H", "H"],
  "coordinates": [[1.1018, 0.0219, 1.1864], [1.6766, 1.2726, 1.1169], [-0.0997, -0.0089, 0.2861], [-0.4327, 1.1928, -0.2379], [-1.8163, 0.1444, -1.6412], [-0.6370, -1.3061, -0.2567], [-1.5177, -1.0226, -1.3141], [0.8094, 2.3715, 0.0759], [1.4113, -0.9286, 1.6989], [2.4922, 1.7139, 1.7106], [-2.3234, 0.3694, -2.4954], [0.3608, -1.7784, -0.5591], [-1.0255, -2.0420, 0.4295]]
}